77
Properties=species:S:1:pos:R:3:mulliken_charge:R:1 method="wB97M-V/def2-TZVPD" energy_ev=-60436.239 charge=+1 relative_energy_kj_mol=0.0 homo_energy_ev=-11.9 lumo_ev=-3.7446
Pd -2.106 0.582 0.306 -0.153
O -2.060 1.787 2.109 -0.522
H -1.846 2.721 1.993 0.261
H -2.917 1.759 2.557 0.279
F 0.834 2.414 -4.718 -0.195
C -0.328 2.652 -4.130 0.343
F -0.121 2.882 -2.832 -0.137
H -0.858 3.478 -4.599 0.217
O -0.020 0.156 0.570 0.756
P 1.261 -0.630 0.393 -0.028
C 2.698 0.478 0.185 1.296
C 3.516 0.840 1.452 -0.915
C 3.259 2.268 1.954 -0.953
C 1.809 2.688 1.740 -0.198
C 1.487 2.762 0.243 -0.376
C 2.306 1.758 -0.583 -1.093
C 1.122 -1.736 -1.055 0.366
C 0.841 -1.021 -2.393 -0.728
C 2.086 -0.690 -3.216 -0.375
C 2.971 -1.914 -3.409 -1.090
C 3.407 -2.461 -2.058 -0.722
C 2.202 -2.833 -1.196 -1.444
C 1.506 -1.728 1.837 0.192
C 0.613 -2.983 1.791 -1.912
C -0.879 -2.684 1.967 -0.374
C -1.139 -1.657 3.087 0.313
C 0.084 -1.506 3.981 -1.365
C 1.276 -0.971 3.182 -0.474
H 3.348 -0.112 -0.466 -0.085
H 4.575 0.729 1.212 0.419
H 3.322 0.133 2.256 0.164
H 3.910 2.970 1.425 0.338
H 3.532 2.333 3.008 0.502
H 1.622 3.653 2.215 0.569
H 1.142 1.968 2.222 -0.349
H 1.703 3.764 -0.133 0.729
H 0.422 2.585 0.084 -0.296
H 3.244 2.224 -0.894 0.545
H 1.769 1.519 -1.500 -0.037
H 0.187 -2.242 -0.779 0.552
H 0.239 -0.125 -2.215 -0.263
H 0.217 -1.691 -2.992 0.638
H 2.676 0.094 -2.736 0.184
H 1.773 -0.290 -4.181 0.434
H 3.840 -1.660 -4.016 0.443
H 2.418 -2.686 -3.955 0.366
H 4.037 -1.721 -1.554 0.290
H 4.029 -3.349 -2.184 0.435
H 2.541 -3.181 -0.220 0.390
H 1.715 -3.693 -1.667 0.583
H 2.550 -2.054 1.784 1.006
H 0.942 -3.629 2.608 0.481
H 0.773 -3.563 0.883 0.592
H -1.386 -3.624 2.190 0.583
H -1.303 -2.325 1.023 -0.170
H -2.012 -1.946 3.673 0.601
H -1.355 -0.677 2.651 -0.568
H 0.331 -2.464 4.445 0.444
H -0.125 -0.816 4.801 0.542
H 2.180 -1.037 3.790 0.358
H 1.100 0.090 2.997 -0.324
C -6.778 0.792 0.194 -0.525
C -6.083 -0.408 0.148 -0.717
C -4.693 -0.406 0.178 -0.064
C -4.020 0.805 0.251 0.191
C -4.701 2.012 0.296 -0.152
C -6.093 1.995 0.266 -0.579
H -7.859 0.789 0.171 0.397
H -6.618 -1.346 0.090 0.421
H -4.150 -1.348 0.145 0.430
H -4.171 2.956 0.325 0.397
H -6.638 2.929 0.292 0.405
F -2.395 0.070 -2.098 -0.142
B -3.005 1.045 -2.790 0.443
F -1.081 1.524 -4.227 -0.224
F -2.967 2.280 -2.331 -0.220
F -3.707 0.722 -3.841 -0.126